1.
Here is one molecule with the formula C5H9P at a distorted geometry from the Open Molecules 2025 dataset. Energies are from wB97M-V/def2-TZVPD.

Calculated values
net charge = 0
ΔE to the lowest compared entry with this formula, charge and spin = 308.7 kJ/mol
HOMO-LUMO gap = 0.3375 Ha

Atoms and positions in Å:
C  1.37  0.80  0.17
P  -2.64  0.10  0.09
H  -0.48  -1.75  0.57
C  -0.95  -0.03  -0.59
H  0.08  -1.84  -1.05
H  0.46  2.61  -0.48
H  -2.26  0.51  1.45
H  2.35  1.22  0.67
C  0.50  1.58  -0.34
H  -0.83  0.25  -1.63
H  -2.86  1.37  -0.37
C  -0.02  -1.22  -0.21
H  2.14  -1.06  -0.49
C  1.31  -0.73  0.31
H  1.67  -1.29  1.10

---

2.
Here is one molecule with the formula C18H24N2OS at a distorted geometry from the Open Molecules 2025 dataset. Energies are from wB97M-V/def2-TZVPD.

Calculated values
net charge = 0
ΔE to the lowest compared entry with this formula, charge and spin = 314.6 kJ/mol
HOMO-LUMO gap = 0.3089 Ha

Atoms and positions in Å:
C  2.95  0.06  -0.06
H  0.89  2.06  0.32
H  -3.60  2.87  1.61
C  4.38  0.52  -0.26
H  6.21  -0.12  -1.35
C  -2.96  2.49  0.82
H  2.99  -1.00  0.22
C  -3.59  1.30  0.18
C  -5.27  0.11  -0.90
H  1.47  -3.04  1.41
C  1.86  2.08  0.82
H  1.11  -3.11  -0.32
H  1.06  -0.11  -1.12
H  -6.19  -0.15  -1.38
H  3.65  -0.50  -2.74
C  5.42  0.08  0.72
H  1.40  1.62  -2.84
C  2.28  1.20  -2.38
H  1.96  -0.80  -3.32
H  -0.01  -3.84  0.83
H  2.09  -0.90  2.30
C  -4.89  1.31  -0.38
H  1.27  0.59  2.81
H  -1.99  2.22  1.22
H  3.10  1.90  -2.30
H  5.15  -1.49  -0.82
S  -4.04  -1.08  -0.74
H  -5.52  2.18  -0.38
C  5.44  -0.46  -0.67
H  2.57  2.63  0.21
C  0.26  -0.50  1.31
N  -0.81  0.34  1.11
C  2.61  -0.24  -2.66
H  -2.83  3.28  0.08
H  1.75  2.61  1.77
C  -0.06  -1.72  0.78
C  2.09  0.16  -1.31
C  0.67  -3.01  0.67
N  2.40  0.76  1.10
C  -1.71  -0.36  0.49
C  1.52  -0.03  1.95
H  6.19  0.78  1.02
H  4.48  1.53  -0.63
C  -3.00  0.06  0.06
H  5.11  -0.58  1.52
O  -1.32  -1.64  0.27